Version w
Formula: C2H3ClO2
Source: the OMol25 dataset
Level of theory: wB97M-V/def2-TZVPD

```
! RIJCOSX wB97M-V def2-TZVPD def2/J DEFGRID3
* xyz 0 1
C -0.607 -0.626 0.331
C 0.525 0.281 -0.007
O -1.737 -0.695 0.031
O 0.182 0.767 -1.295
Cl 0.168 -1.915 1.348
H 1.587 -0.078 -0.151
H 0.440 0.947 0.919
H -0.557 1.319 -1.176
*
```

The gap between HOMO and LUMO is 11.30 eV. The SMILES is O=C(Cl)CO. Its HOMO energy is -10.7 eV. The calculation puts the lowest unoccupied orbital energy at 0.57 eV.



Version x
Formula: C2H3ClO2
Source: the OMol25 dataset
Level of theory: wB97M-V/def2-TZVPD

```
! RIJCOSX wB97M-V def2-TZVPD def2/J DEFGRID3
* xyz 0 1
C 1.363 -0.423 -0.105
C 0.472 0.556 0.043
O -0.776 0.692 -0.233
O -1.938 -0.644 -0.074
Cl -3.397 -0.028 0.146
H 2.400 -0.240 0.105
H 1.062 -1.426 -0.348
H 0.814 1.513 0.465
*
```

The gap between HOMO and LUMO (alpha / beta) is 7.28 / 7.29 eV. Its HOMO energy (alpha / beta) is -9.4 / -9.4 eV. The calculation puts the lowest unoccupied orbital energy (alpha / beta) at -2.11 / -2.10 eV.



List of relative energies, unit hartree: version w 0.0000; version x 0.2044



Version w
Formula: CH10O3S
Source: the OMol25 dataset
Level of theory: wB97M-V/def2-TZVPD

```
! RIJCOSX wB97M-V def2-TZVPD def2/J DEFGRID3
* xyz 0 1
C 1.904 -1.055 0.875
S 3.286 -0.104 0.401
H 2.227 -1.941 1.394
H 1.178 -0.530 1.525
H 1.310 -1.496 0.073
H 2.952 -0.336 -0.906
H -3.274 0.263 -3.892
H -2.963 -1.132 -3.284
O -2.737 -0.205 -3.237
H -2.926 -0.802 3.784
H -1.940 -0.833 2.693
O -2.183 -1.237 3.491
H -1.338 2.244 -1.787
H -2.911 2.138 -1.956
O -2.118 2.745 -1.418
*
```

The gap between HOMO and LUMO is 9.26 eV. The SMILES is CS.O.O.O. Its HOMO energy is -9.0 eV. The calculation puts the lowest unoccupied orbital energy at 0.26 eV.



Version x
Formula: CH10O3S
Source: the OMol25 dataset
Level of theory: wB97M-V/def2-TZVPD

```
! RIJCOSX wB97M-V def2-TZVPD def2/J DEFGRID3
* xyz 0 1
C -0.121 -0.281 -0.739
S 1.518 0.163 -0.944
H -0.795 0.572 -0.811
H -0.262 -0.755 0.264
H -0.442 -1.024 -1.485
H 1.283 3.342 -1.216
H 1.629 3.122 -1.825
H -2.801 -2.232 -0.252
O -2.280 -1.478 -0.499
H 1.460 0.741 1.021
H 0.272 0.468 1.755
O 0.829 1.252 1.518
H -1.882 -1.101 0.385
H -1.487 0.497 1.400
O -1.227 -0.411 1.527
*
```

The gap between HOMO and LUMO is 5.76 eV. Its HOMO energy is -10.1 eV. The calculation puts the lowest unoccupied orbital energy at -4.38 eV.



List of relative energies, unit hartree: version w 0.0000; version x 0.1943



Version w
Formula: C6H6O
Source: the OMol25 dataset
Level of theory: wB97M-V/def2-TZVPD

```
! RIJCOSX wB97M-V def2-TZVPD def2/J DEFGRID3
* xyz 0 1
C -1.049 -0.252 2.451
C -0.308 -0.190 1.500
C 0.592 -0.044 0.372
C 0.259 1.221 -0.445
C -0.078 -0.507 -1.782
C 0.400 -1.113 -0.677
H -1.771 -0.435 3.259
H 1.625 -0.080 0.780
H -0.631 1.735 -0.022
H 1.156 1.909 -0.489
H -0.507 -0.926 -2.698
H 0.492 -2.163 -0.502
O -0.181 0.845 -1.748
*
```

The gap between HOMO and LUMO is 9.71 eV. The SMILES is C#C[C@H]1C=COC1. Its HOMO energy is -8.7 eV. The calculation puts the lowest unoccupied orbital energy at 0.98 eV.



Version x
Formula: C6H6O
Source: the OMol25 dataset
Level of theory: wB97M-V/def2-TZVPD

```
! RIJCOSX wB97M-V def2-TZVPD def2/J DEFGRID3
* xyz 0 1
O 2.010 -1.071 -0.176
C 1.386 0.084 0.324
C -0.073 0.133 -0.148
C -0.913 -1.073 -0.092
C -1.596 -1.943 -0.572
C -0.752 1.372 0.256
C -1.256 2.405 0.621
H 1.536 -1.831 0.192
H 1.499 0.201 1.410
H 1.876 0.940 -0.155
H 0.071 -0.009 -1.239
H -2.067 -2.533 -1.328
H -1.721 3.327 0.907
*
```

The gap between HOMO and LUMO is 10.62 eV. The SMILES is C#CC(C#C)CO. Its HOMO energy is -9.8 eV. The calculation puts the lowest unoccupied orbital energy at 0.78 eV.



Version y
Formula: C6H6O
Source: the OMol25 dataset
Level of theory: wB97M-V/def2-TZVPD

```
! RIJCOSX wB97M-V def2-TZVPD def2/J DEFGRID3
* xyz 0 1
C -2.241 2.157 0.201
C -1.384 1.318 0.081
C -0.407 0.280 0.002
C 0.438 -0.032 -0.980
C 1.195 -1.277 -0.613
O 0.721 -1.640 0.677
C -0.253 -0.715 1.125
H -3.031 2.868 0.306
H 0.566 0.498 -1.917
H 0.998 -2.094 -1.324
H 2.284 -1.123 -0.584
H 0.083 -0.230 2.051
H -1.214 -1.206 1.329
*
```

The gap between HOMO and LUMO is 9.96 eV. The SMILES is C#CC1=CCOC1. Its HOMO energy is -9.0 eV. The calculation puts the lowest unoccupied orbital energy at 0.97 eV.



List of relative energies, unit hartree: version w 0.0094; version x 0.0729; version y 0.0000



Version w
Formula: C6H6O
Source: the OMol25 dataset
Level of theory: wB97M-V/def2-TZVPD

```
! RIJCOSX wB97M-V def2-TZVPD def2/J DEFGRID3
* xyz 0 1
C 2.596 -0.699 0.102
C 1.357 -0.214 0.304
C 0.739 0.957 0.682
C -0.436 1.496 0.498
C -1.347 0.735 -0.480
O -0.758 -0.462 -0.911
C 0.050 -1.100 0.038
H 2.654 -1.516 -0.629
H -0.868 2.281 1.110
H -2.267 0.528 0.089
H -1.607 1.301 -1.379
H 0.353 -2.043 -0.415
H -0.467 -1.264 0.991
*
```

The gap between HOMO and LUMO (alpha / beta) is 8.38 / 7.23 eV. Its HOMO energy (alpha / beta) is -9.1 / -8.1 eV. The calculation puts the lowest unoccupied orbital energy (alpha / beta) at -0.69 / -0.91 eV.



Version x
Formula: C6H6O
Source: the OMol25 dataset
Level of theory: wB97M-V/def2-TZVPD

```
! RIJCOSX wB97M-V def2-TZVPD def2/J DEFGRID3
* xyz 0 1
O 0.286 1.685 -1.538
C -0.460 1.289 -0.419
C -0.247 -0.211 -0.086
C 1.179 -0.570 0.020
C 2.327 -0.933 -0.005
C -1.006 -0.577 1.121
C -1.642 -0.833 2.109
H 1.220 1.626 -1.297
H -0.239 1.899 0.468
H -1.513 1.432 -0.679
H -0.628 -0.780 -0.944
H 3.322 -1.316 -0.049
H -2.194 -1.070 2.992
*
```

The gap between HOMO and LUMO is 10.95 eV. The SMILES is C#CC(C#C)CO. Its HOMO energy is -10.0 eV. The calculation puts the lowest unoccupied orbital energy at 0.91 eV.



List of relative energies, unit hartree: version w 0.0920; version x 0.0000



Version w
Formula: C7H13N2O2
Source: the OMol25 dataset
Level of theory: wB97M-V/def2-TZVPD

```
! RIJCOSX wB97M-V def2-TZVPD def2/J DEFGRID3
* xyz 1 1
C -0.416 -1.933 -0.642
C 0.046 0.472 0.450
C -1.310 0.092 1.136
C 1.459 -0.122 0.866
C 1.388 -1.645 0.995
C -2.400 -0.668 0.303
C 2.548 0.293 -0.101
N 0.433 -2.154 0.318
N -3.154 0.128 -0.742
O -1.607 -1.465 -0.708
O 2.223 -0.170 -1.405
H -0.038 -2.397 -1.536
H -0.213 0.668 -0.552
H 0.340 1.542 0.913
H -1.246 -0.569 1.998
H -1.763 1.085 1.425
H 1.568 0.265 1.890
H 1.961 -2.420 1.454
H 3.410 -0.206 0.313
H 2.716 1.349 -0.215
H -2.472 0.140 -1.431
H -3.493 1.046 -0.398
H -4.049 -0.308 -1.088
H 3.105 -0.244 -1.812
*
```

The gap between HOMO and LUMO (alpha / beta) is 7.54 / 7.54 eV. Its HOMO energy (alpha / beta) is -11.2 / -11.2 eV. The calculation puts the lowest unoccupied orbital energy (alpha / beta) at -3.67 / -3.67 eV.



Version x
Formula: C7H13N2O2
Source: the OMol25 dataset
Level of theory: wB97M-V/def2-TZVPD

```
! RIJCOSX wB97M-V def2-TZVPD def2/J DEFGRID3
* xyz 1 1
C -2.264 -0.102 -0.367
C -1.581 -1.300 0.255
C -1.640 1.356 -0.164
C -0.130 -1.652 -0.240
C -0.128 1.468 -0.364
C 0.914 -0.856 0.569
C 0.858 0.696 0.667
N 2.271 -0.742 0.015
N 2.300 0.551 0.176
O 3.128 -1.427 -0.461
O 3.238 1.480 -0.168
H -2.241 -0.152 -1.514
H -3.297 0.078 0.120
H -1.507 -1.157 1.406
H -2.173 -2.183 0.171
H -2.207 2.085 -0.772
H -1.939 1.787 0.828
H 0.119 -2.773 0.066
H -0.124 -1.563 -1.371
H 0.328 1.157 -1.323
H 0.217 2.497 -0.234
H 1.108 -1.289 1.479
H 0.764 1.078 1.798
H 3.984 0.964 -0.572
*
```

The gap between HOMO and LUMO is 9.84 eV. The SMILES is O=[N+]1[C@@H]2CCCCC[C@@H]2N1O. Its HOMO energy is -14.7 eV. The calculation puts the lowest unoccupied orbital energy at -4.86 eV.



List of relative energies, unit hartree: version w 0.0000; version x 0.0249



Version w
Formula: C3H3ClNO
Source: the OMol25 dataset
Level of theory: wB97M-V/def2-TZVPD

```
! RIJCOSX wB97M-V def2-TZVPD def2/J DEFGRID3
* xyz 1 1
C 0.339 0.578 0.000
C 0.045 -0.267 -1.135
C -1.043 0.688 0.335
N -1.279 -0.259 -0.897
O -2.263 -0.719 -1.352
Cl -2.124 1.894 0.688
H 1.188 1.070 0.507
H 0.665 -0.755 -1.787
H -0.437 -0.366 2.023
*
```

The gap between HOMO and LUMO (alpha / beta) is 7.96 / 7.43 eV. Its HOMO energy (alpha / beta) is -15.3 / -14.7 eV. The calculation puts the lowest unoccupied orbital energy (alpha / beta) at -7.32 / -7.25 eV.



Version x
Formula: C3H3ClNO
Source: the OMol25 dataset
Level of theory: wB97M-V/def2-TZVPD

```
! RIJCOSX wB97M-V def2-TZVPD def2/J DEFGRID3
* xyz 1 1
C 0.994 0.599 -0.152
C 0.727 -0.632 -0.709
C -0.443 0.513 0.667
N -0.341 -0.807 0.126
O -1.626 -1.943 -0.023
Cl -1.698 1.508 -0.120
H 1.674 1.505 -0.073
H 1.170 -1.314 -1.504
H -0.457 0.571 1.789
*
```

The gap between HOMO and LUMO (alpha / beta) is 6.86 / 6.85 eV. Its HOMO energy (alpha / beta) is -16.1 / -16.1 eV. The calculation puts the lowest unoccupied orbital energy (alpha / beta) at -9.27 / -9.27 eV.



List of relative energies, unit hartree: version w 0.0000; version x 0.0298